--- one ---
2 unconnected molecules or ions with the total composition C2H4NO2, computed with ωB97M-V with the def2-TZVPD basis set.

multiplicity: 1
frontier orbital gap (alpha / beta): 0.199 / 0.205 Ha
charge: -1

```
9
C2H4NO2 ωB97M-V with the def2-TZVPD basis set
C -0.08380 0.75734 0.03579
C -0.93673 -0.15205 0.50307
N 1.90834 0.36722 -0.51676
O 2.41953 -0.44786 0.35022
O -1.49257 -1.12201 -0.33518
H -0.28381 0.91455 -1.01598
H 0.25754 1.78657 0.51265
H -0.92250 -0.61222 1.46421
H -0.86599 -1.49154 -0.99801
```



--- two ---
2 unconnected molecules or ions with the total composition C2H4NO2, computed with ωB97M-V with the def2-TZVPD basis set.

multiplicity: 1
frontier orbital gap: 0.181 Ha
charge: -1

```
9
C2H4NO2 ωB97M-V with the def2-TZVPD basis set
C -0.60408 1.78581 -0.02693
C 0.16146 0.65947 -0.44315
N 1.00167 -2.43998 0.60216
O 0.21886 -3.48278 0.61498
O -1.84991 1.83542 0.02405
H -0.05780 2.82015 0.00401
H -0.36617 -0.26416 -0.68601
H 1.16244 0.62521 -0.54116
H 0.33353 -1.53914 0.45205
```



--- three ---
A gas-phase ion, C2H4NO2 (charge -1), computed with ωB97M-V with the def2-TZVPD basis set.

multiplicity: 1
SMILES: NCC(=O)[O-]
frontier orbital gap: 0.315 Ha
charge: -1

```
9
C2H4NO2 ωB97M-V with the def2-TZVPD basis set
N 1.05896 0.73547 0.30359
C 0.29491 -0.45646 -0.09150
C -1.21568 -0.26214 0.15166
O -1.89066 -1.32591 0.17765
O -1.57762 0.92725 0.35189
H 0.42255 1.50930 0.16073
H 1.82371 0.85013 -0.34131
H 0.68782 -1.32122 0.43056
H 0.39599 -0.65642 -1.14329
```



Quick one: most stable of them? three